No. 1
ORCA calculation (wB97M-V/def2-TZVPD) on one molecule with the formula C5H8O.

Geometry (Å):
C 1.465 0.289 0.693
C 0.080 0.104 0.143
C -0.277 -1.099 -0.648
C -0.921 -0.858 0.696
C -1.270 1.443 -1.272
O -0.330 1.392 -0.380
H 1.915 -0.675 0.947
H 2.072 0.760 -0.088
H 1.478 0.934 1.578
H -0.917 -0.916 -1.506
H 0.499 -1.849 -0.765
H -0.640 -1.481 1.543
H -1.963 -0.550 0.669
H -1.191 2.504 -1.610

The value obtained for the LUMO energy is 0.853 eV. For the gap between HOMO and LUMO, the calculation gives 0.3470 Eh.

=====

No. 2
ORCA calculation (wB97M-V/def2-TZVPD) on C5H8O as an isolated structure in a non-equilibrium geometry.

Geometry (Å):
C 0.252 -0.789 -0.583
C -0.992 1.104 0.036
C -0.159 -1.824 0.254
C 0.430 0.591 -0.049
C 1.587 1.194 0.173
O -1.754 0.019 -0.476
H 0.429 -0.958 -1.638
H -1.289 1.378 1.060
H -1.108 1.984 -0.606
H -0.150 -2.840 -0.118
H -1.382 -1.068 0.107
H -0.021 -1.708 1.323
H 1.624 2.224 0.503
H 2.532 0.692 0.014

The value obtained for the LUMO energy is 0.423 eV. For the gap between HOMO and LUMO, the calculation gives 0.3440 Eh.

=====

No. 3
ORCA calculation (wB97M-V/def2-TZVPD) on a 2-piece molecular cluster, C5H8O overall.

Geometry (Å):
C 1.113 -1.081 -0.461
C 0.753 -0.430 0.880
C -0.583 -0.919 1.375
O -1.565 -0.233 1.555
C -1.395 1.823 -0.737
C -1.083 2.406 -1.743
H 1.046 -2.174 -0.406
H 2.137 -0.825 -0.747
H 0.443 -0.733 -1.252
H 0.739 0.661 0.798
H 1.498 -0.712 1.636
H -0.634 -2.011 1.572
H -1.652 1.295 0.163
H -0.819 2.934 -2.633

As for the structure (SMILES): CCC=O.C#C. The value obtained for the LUMO energy is 0.892 eV. For the gap between HOMO and LUMO, the calculation gives 0.4044 Eh.

=====

No. 4
ORCA calculation (wB97M-V/def2-TZVPD) on one molecule with the formula C5H8O in a non-equilibrium geometry.

Geometry (Å):
C 1.296 0.252 0.875
C -0.123 0.209 0.374
C -0.299 -0.513 -1.131
C -1.027 -0.731 0.873
C -0.403 1.053 -0.970
O 0.472 1.839 -1.436
H 1.715 -0.748 1.061
H 1.911 0.798 0.149
H 1.311 0.814 1.819
H -1.205 -1.043 -1.422
H 0.640 -1.012 -1.376
H -0.714 -1.513 1.569
H -2.085 -0.699 0.609
H -1.489 1.294 -0.995

The value obtained for the LUMO energy is -0.458 eV. For the gap between HOMO and LUMO, the calculation gives 0.2719 Eh.

=====

No. 5
ORCA calculation (wB97M-V/def2-TZVPD) on one molecule with the formula C5H8O in a non-equilibrium geometry.

Geometry (Å):
C -1.640 -0.144 0.774
C -0.754 0.898 -0.014
O -0.777 2.091 0.178
C 0.238 0.138 -0.830
C 1.716 0.265 -0.834
C 0.923 -0.706 0.170
H -2.148 -0.815 0.069
H -1.197 -0.835 1.522
H -2.349 0.454 1.322
H -0.137 -0.430 -1.679
H 2.206 1.049 -0.265
H 2.235 0.087 -1.790
H 0.721 -1.780 0.204
H 0.963 -0.271 1.174

As for the structure (SMILES): CC(=O)C1CC1. The value obtained for the LUMO energy is 0.995 eV. For the gap between HOMO and LUMO, the calculation gives 0.3882 Eh.

=====

No. 6
ORCA calculation (wB97M-V/def2-TZVPD) on one molecule with the formula C5H8O in a non-equilibrium geometry.

Geometry (Å):
C -1.104 1.019 0.841
C -0.013 0.939 -0.160
C 1.203 0.185 0.231
C 0.713 -1.171 -0.427
O -0.517 -1.684 -0.007
C -0.467 -0.928 -1.255
H -1.444 -0.022 0.913
H -1.916 1.661 0.505
H -0.794 1.309 1.855
H 0.060 1.653 -0.963
H 1.372 0.034 1.308
H 2.130 0.517 -0.264
H 1.527 -1.865 -0.509
H -0.691 -1.654 -2.086

The value obtained for the LUMO energy (spin up / spin down) is 0.587 / 0.587 eV. For the gap between HOMO and LUMO (spin up / spin down), the calculation gives 0.3309 / 0.3309 Eh.

=====

No. 7
ORCA calculation (wB97M-V/def2-TZVPD) on C5H8O as an isolated structure.

Geometry (Å):
C 1.615 0.106 -0.291
C 0.514 0.224 0.742
C -0.741 0.992 0.512
C -1.609 -0.767 -0.599
O -0.387 -0.915 -1.162
C 0.610 -0.986 -0.181
H 1.531 0.733 -1.174
H 2.631 -0.070 0.052
H 0.792 0.052 1.779
H -0.764 1.651 -0.354
H -1.169 1.461 1.400
H -2.267 -0.337 -1.369
H -1.583 -0.171 0.436
H 0.827 -1.975 0.209

The value obtained for the LUMO energy is 0.913 eV. For the gap between HOMO and LUMO, the calculation gives 0.3091 Eh.

=====

No. 8
ORCA calculation (wB97M-V/def2-TZVPD) on one molecule with the formula C5H8O.

Geometry (Å):
C -0.910 -0.915 -0.467
C -1.295 0.408 0.192
C -0.091 1.316 0.143
C 1.133 0.792 0.114
C 1.375 -0.691 0.191
O 0.202 -1.481 0.202
H -1.702 -1.665 -0.392
H -0.695 -0.738 -1.533
H -2.156 0.868 -0.308
H -1.584 0.211 1.233
H -0.233 2.394 0.093
H 2.019 1.420 0.037
H 1.897 -0.922 1.130
H 2.042 -0.999 -0.633

As for the structure (SMILES): C1=CCOCC1. The value obtained for the LUMO energy is 1.099 eV. For the gap between HOMO and LUMO, the calculation gives 0.3829 Eh.

=====

No. 9
ORCA calculation (wB97M-V/def2-TZVPD) on one molecule with the formula C5H8O.

Geometry (Å):
C 1.221 0.311 -0.747
C 0.618 0.442 0.620
C -0.794 0.938 0.836
O -1.669 -0.046 0.291
C -0.931 -0.970 -0.518
C 0.531 -0.866 -0.102
H 0.704 0.708 -1.619
H 2.302 0.405 -0.805
H 1.319 0.538 1.441
H -0.964 1.928 0.383
H -0.985 1.029 1.913
H -1.074 -0.680 -1.568
H -1.315 -1.994 -0.413
H 1.038 -1.745 0.288

As for the structure (SMILES): C1OC[C@H]2C[C@@H]12. The value obtained for the LUMO energy is 1.130 eV. For the gap between HOMO and LUMO, the calculation gives 0.3933 Eh.

=====

No. 10
ORCA calculation (wB97M-V/def2-TZVPD) on one molecule with the formula C5H8O in a non-equilibrium geometry.

Geometry (Å):
C 1.498 0.452 0.679
C 0.062 0.138 -0.022
C -0.430 -1.223 -0.620
C -1.111 -0.689 0.582
C -0.372 1.298 -0.811
O 0.305 2.295 -0.893
H 1.482 -0.552 1.024
H 2.345 0.723 0.009
H 1.513 1.237 1.468
H -0.986 -1.209 -1.563
H 0.159 -2.134 -0.510
H -0.982 -1.232 1.519
H -2.132 -0.314 0.465
H -1.351 1.210 -1.328

As for the structure (SMILES): CC1(C=O)CC1. The value obtained for the LUMO energy is 0.956 eV. For the gap between HOMO and LUMO, the calculation gives 0.3925 Eh.

=====

No. 11
ORCA calculation (wB97M-V/def2-TZVPD) on C5H8O as an isolated structure in a non-equilibrium geometry.

Geometry (Å):
C -1.417 -0.091 0.619
C -0.291 0.220 -0.121
C 0.155 0.384 -1.502
C 0.584 1.352 -0.416
C 0.655 -1.212 0.918
O 1.706 -0.870 1.378
H -2.188 -0.757 0.233
H -0.228 -1.424 1.668
H -1.599 0.388 1.579
H 0.889 -0.310 -1.902
H -0.557 0.737 -2.243
H 0.182 2.360 -0.403
H 1.605 1.276 -0.050
H 0.506 -2.053 0.242

The value obtained for the LUMO energy (spin up / spin down) is -0.262 / -0.262 eV. For the gap between HOMO and LUMO (spin up / spin down), the calculation gives 0.3095 / 0.3095 Eh.

=====

No. 12
ORCA calculation (wB97M-V/def2-TZVPD) on one molecule with the formula C5H8O.

Geometry (Å):
C -1.246 -0.891 -0.456
C -0.521 0.432 -0.550
C -0.152 1.227 0.677
C 0.918 0.553 -0.131
C 1.620 -0.641 0.443
O 1.785 -1.670 -0.168
H -1.078 -1.372 0.513
H -2.326 -0.758 -0.589
H -0.882 -1.588 -1.218
H -0.788 1.020 -1.427
H -0.368 0.786 1.650
H -0.237 2.310 0.654
H 1.571 1.167 -0.749
H 1.994 -0.532 1.486

As for the structure (SMILES): C[C@H]1C[C@H]1C=O. The value obtained for the LUMO energy is 0.967 eV. For the gap between HOMO and LUMO, the calculation gives 0.3970 Eh.

=====

Computed energy relative to the best compared isomer or geometry (same formula, charge and spin) (kcal/mol) in order:
92.35; 97.00; 61.23; 103.15; 49.36; 110.09; 119.71; 24.48; 34.77; 44.66; 111.02; 30.39
Computed energy (eV) in order:
-7358.251; -7358.049; -7359.600; -7357.782; -7360.115; -7357.481; -7357.064; -7361.194; -7360.748; -7360.319; -7357.441; -7360.938